1.
Here is a molecular structure, C28H52AsCaN3SSi5 at a distorted geometry from OMol25. Energies are from the ωB97M-V functional and the def2-TZVPD basis.

- Lowest unoccupied orbital energy: 0.02 eV
- HOMO-LUMO gap: 6.0 eV
- Max |F|: 0.047 Eh/bohr

XYZ file:
```
91
Properties=species:S:1:pos:R:3:forces:R:3
Ca 0.12112 0.16988 0.24478 -1.1 -1.6 -1.4
C -1.39083 1.95735 3.61464 0.1 0.0 -0.3
Si -0.59636 2.24342 1.86264 -0.5 0.8 0.9
C -1.51622 3.85543 1.30573 0.4 -0.3 0.1
C 1.20142 2.76149 2.39492 -0.5 0.1 -0.2
C 1.26591 3.92342 3.16216 0.0 0.3 0.2
C 2.44687 4.41682 3.68478 0.0 0.1 0.1
C 3.62482 3.73705 3.44167 0.1 0.0 0.1
C 3.57898 2.57398 2.69771 0.3 0.0 0.1
C 2.39778 2.05806 2.16528 0.3 -0.4 -0.3
Si 2.60551 0.36159 1.23991 1.3 -0.1 0.5
C 4.34265 0.36865 0.37694 -0.4 0.2 0.3
C 2.90627 -0.84990 2.71937 0.0 0.2 -0.2
H -1.62961 2.90124 4.10171 0.0 0.2 0.1
H -0.70552 1.42760 4.27692 0.1 -0.1 0.1
H -2.31428 1.38260 3.55578 -0.2 -0.1 0.0
H -1.36008 4.69491 1.98363 0.1 0.1 0.1
H -2.59071 3.67942 1.25862 -0.1 -0.1 0.0
H -1.19177 4.16800 0.31642 0.0 0.1 -0.1
H 0.35475 4.46501 3.37762 -0.1 0.1 0.0
H 2.44760 5.31829 4.28175 0.0 0.1 0.0
H 4.56663 4.09166 3.84126 0.0 0.0 0.0
H 4.50571 2.03806 2.53914 0.1 0.0 0.0
H 5.14749 0.75612 1.00183 0.1 0.0 0.1
H 4.32875 0.95814 -0.53760 0.0 0.1 -0.1
H 4.61504 -0.65015 0.10879 0.0 -0.2 -0.1
H 3.82267 -0.62351 3.26409 0.1 0.1 0.1
H 2.98255 -1.87550 2.36106 0.0 -0.2 -0.1
H 2.08123 -0.80909 3.43070 -0.1 0.0 0.1
C 0.68060 -4.54642 -2.55587 0.0 0.2 -0.6
N 0.57404 -4.63777 -1.12838 -0.3 0.5 1.0
C 1.13033 -5.59534 -0.32285 0.0 -0.2 0.6
C 0.80586 -5.30110 0.95432 0.3 -0.3 -0.2
N 0.05317 -4.13842 0.94537 0.4 -0.3 -1.4
C -0.08707 -3.72410 -0.35659 0.0 -0.3 -0.1
S -1.01166 -2.49430 -0.98564 -0.4 0.9 -0.3
C -0.41771 -3.50105 2.09491 -0.4 1.1 1.0
C -0.82612 -4.26642 3.19129 0.1 0.0 -0.5
C -1.20813 -3.61484 4.34396 0.1 0.9 0.0
C -1.14690 -2.21772 4.37221 -0.1 -0.7 0.1
C -0.74842 -1.55401 3.22820 0.0 0.2 0.1
N -0.40377 -2.16072 2.09872 0.3 -0.9 -0.2
H 0.79044 -5.53888 -2.98806 0.0 0.0 0.1
H 1.53763 -3.92960 -2.84300 -0.1 0.0 0.0
H -0.22816 -4.07282 -2.93071 0.1 -0.1 0.0
H 1.69994 -6.40845 -0.72470 0.1 -0.1 0.0
H 1.06715 -5.78889 1.87066 0.1 -0.1 0.1
H -0.86714 -5.34461 3.13167 0.0 0.0 -0.1
H -1.54442 -4.17168 5.20584 0.0 0.0 0.0
H -1.41473 -1.66555 5.25880 0.0 0.1 0.0
H -0.67897 -0.47570 3.20190 -0.1 0.1 0.1
C 2.02425 5.19833 -4.05194 -0.4 -0.8 0.3
Si 1.78443 4.11925 -2.47891 1.0 1.4 0.6
C 3.55341 3.72099 -1.87325 -0.7 -0.2 -0.2
C 1.00636 5.25722 -1.15955 0.1 -0.6 -0.5
As 0.52662 2.10397 -2.52437 0.0 0.3 -0.6
Si 1.68175 0.96362 -4.24678 0.9 -1.1 -0.7
C 2.27912 1.94739 -5.78906 -0.4 -0.1 0.8
C 0.65376 -0.54074 -4.85022 0.0 0.7 0.4
C 3.22675 0.18236 -3.42090 -0.7 0.5 0.0
Si -1.45989 2.80451 -3.61836 -1.5 0.3 -0.2
C -2.38772 1.25630 -4.26987 0.7 0.4 0.2
C -1.37594 4.13772 -5.00437 0.4 -0.6 0.6
C -2.60725 3.51608 -2.26289 0.7 -0.3 -0.3
H 2.59878 6.08735 -3.80839 0.1 0.1 0.3
H 1.08046 5.52744 -4.46883 -0.2 0.1 -0.1
H 2.56506 4.66710 -4.82637 0.1 -0.1 -0.2
H 4.16510 4.61744 -1.81917 -0.1 0.3 0.0
H 4.05699 3.02815 -2.54180 0.1 -0.1 -0.1
H 3.52225 3.27974 -0.88036 0.0 -0.1 0.2
H 1.55492 6.18833 -1.05677 0.2 0.1 -0.1
H 1.01354 4.76323 -0.19245 0.0 -0.1 0.2
H -0.02034 5.50993 -1.40880 -0.2 0.0 0.0
H 1.53337 2.66804 -6.11071 -0.1 0.1 -0.1
H 2.49108 1.29478 -6.63082 0.0 -0.3 0.0
H 3.19116 2.49231 -5.56386 0.1 0.1 0.1
H -0.08348 -0.25827 -5.59534 -0.2 0.1 -0.1
H 0.12693 -0.99512 -4.01170 -0.1 -0.1 0.1
H 1.29186 -1.30101 -5.29160 0.3 0.0 -0.1
H 3.94045 0.93987 -3.11403 0.1 0.1 0.1
H 3.74751 -0.50263 -4.08270 0.0 -0.1 -0.3
H 2.93061 -0.36731 -2.52596 0.0 0.0 0.1
H -2.08775 0.98189 -5.27733 0.1 -0.1 -0.1
H -3.46127 1.42179 -4.27868 -0.1 0.2 0.0
H -2.19264 0.40546 -3.61678 0.0 -0.1 0.0
H -0.56173 3.95473 -5.69944 0.1 0.0 -0.1
H -1.22389 5.12058 -4.56563 0.1 0.1 0.1
H -2.29774 4.17943 -5.57777 -0.2 -0.2 0.0
H -2.68180 2.81546 -1.43263 0.0 0.0 0.1
H -3.60927 3.70268 -2.63385 -0.2 0.0 -0.3
H -2.22699 4.45274 -1.87018 0.1 0.2 0.1
```
Forces are in eV/Å.



2.
Here is a molecular structure, C28H52Cl2F5N2O3P2Si4TaTe at a distorted geometry from OMol25. Energies are from the ωB97M-V functional and the def2-TZVPD basis.

- Lowest unoccupied orbital energy (alpha / beta): -2.72 / -2.72 eV
- HOMO-LUMO gap (alpha / beta): 3.6 / 3.6 eV
- Max |F|: 0.140 Eh/bohr

XYZ file:
```
100
Properties=species:S:1:pos:R:3:forces:R:3
Ta 3.11053 1.11543 -1.34213 -6.5 -2.6 1.8
O 4.73101 0.10139 -2.20938 1.6 -0.5 0.1
C 4.88752 -0.16830 -3.62004 0.3 -0.1 -0.5
O 4.91054 1.91930 -0.54055 1.3 0.3 0.2
C 4.95919 3.18391 0.14328 0.3 0.3 0.3
H 5.62961 0.53167 -4.02670 -0.2 -0.2 0.1
H 3.91870 0.00112 -4.10722 0.3 -0.1 0.3
H 5.20333 -1.21369 -3.74177 -0.1 0.4 0.0
H 5.93632 3.64252 -0.05389 -0.3 0.0 0.1
H 4.81076 3.04668 1.22643 0.0 -0.1 -0.4
H 4.16333 3.80114 -0.27804 0.1 0.0 0.1
C 5.97913 -0.06388 -1.40262 -0.8 -0.7 -0.6
C 6.12804 1.11661 -0.46668 -0.3 0.9 0.5
H 6.82579 -0.12407 -2.09630 -0.3 0.0 0.1
H 5.86200 -0.99848 -0.84499 0.0 0.2 -0.2
H 6.96663 1.75301 -0.78349 -0.3 0.0 0.2
H 6.24394 0.81312 0.58230 0.1 -0.1 -0.3
Cl 3.47664 -0.32912 0.40106 0.1 -0.2 0.5
Cl 3.50579 2.65040 -2.96921 0.1 1.0 -1.1
N -1.64546 -0.03306 2.05376 0.2 1.1 -0.8
P 1.00750 -2.29730 1.66438 0.7 1.7 0.0
P 0.25262 2.94089 -0.41606 1.9 -1.4 0.4
C -0.48400 2.57573 1.14643 0.4 1.0 0.0
C -0.41771 2.35860 -1.94321 -0.6 0.9 0.0
C -0.51886 -2.73862 2.53991 0.0 -0.2 0.1
C 0.79047 -2.82949 -0.08327 0.1 -0.3 -0.2
Si 1.30115 -1.91280 -1.72834 -1.1 -2.4 0.6
H -0.28518 -3.11256 -0.15557 0.6 0.3 -0.3
H 1.34070 -3.78817 -0.16580 -0.2 0.2 -0.3
C 0.03778 -2.77424 -2.86629 0.1 0.5 -0.1
C 2.91046 -2.65611 -2.35860 0.4 0.0 0.1
Si 0.18224 0.72456 -2.78011 -1.4 -0.7 -0.8
H -0.23999 3.13963 -2.70638 0.1 -0.2 0.3
H -1.51337 2.30515 -1.82903 0.3 -0.2 0.0
C 0.84395 1.14414 -4.49019 0.1 0.6 0.0
C -1.48361 -0.06509 -3.15388 0.3 0.0 0.1
Si -2.05513 1.49128 1.50466 -1.1 -3.2 1.5
H -0.77201 3.56299 1.56473 0.2 -0.3 -0.3
H 0.31572 2.17975 1.79925 -0.3 -0.1 -0.3
C -3.21738 1.43230 0.02469 0.3 0.5 -0.3
C -3.02654 2.43720 2.84483 0.3 0.6 -0.3
Si -1.20629 -1.09018 3.26939 -0.5 0.0 -0.5
H -0.24714 -3.44506 3.34537 -0.3 0.2 -0.2
H -1.21331 -3.23677 1.84155 0.1 0.2 0.4
C 0.75967 4.65229 -0.49069 -0.3 1.0 -0.6
C 0.23521 5.52164 -1.46736 0.4 -0.1 0.3
H -0.55351 5.17114 -2.13467 0.3 0.2 0.1
C 0.73152 6.82546 -1.57713 0.1 0.0 0.2
H 0.34641 7.47885 -2.36089 0.1 -0.2 0.3
C 1.72128 7.28388 -0.69828 -0.2 -0.5 -0.1
H 2.12716 8.28962 -0.80574 -0.2 -0.3 0.1
C 2.19683 6.43331 0.31076 -0.1 -0.1 -0.2
H 2.95708 6.78165 1.00839 -0.2 0.0 -0.1
C 1.71536 5.12848 0.41818 -0.1 0.1 -0.1
H 2.07251 4.46956 1.21232 0.0 0.2 -0.2
C 2.25706 -3.42167 2.38898 0.1 -0.3 -0.1
C 3.23470 -2.88072 3.24748 -0.2 -0.5 -0.3
H 3.26555 -1.80177 3.41762 -0.1 -0.3 -0.1
C 4.13829 -3.72881 3.88589 -0.1 -0.3 -0.1
H 4.88592 -3.31463 4.56200 -0.1 -0.1 -0.1
C 4.07567 -5.11282 3.66792 -0.1 0.2 -0.1
H 4.77467 -5.77691 4.17724 -0.2 0.2 -0.1
C 3.10623 -5.64608 2.81123 0.0 0.1 0.0
H 3.04555 -6.72168 2.64751 0.1 0.2 0.1
C 2.19399 -4.80463 2.16987 0.6 0.1 0.4
H 1.42671 -5.21543 1.51081 0.2 0.1 0.2
H -2.40148 2.70001 3.70884 -0.1 -0.1 -0.1
H -3.84611 1.80315 3.21255 0.3 0.0 -0.2
H -3.47016 3.36572 2.45729 0.0 0.0 0.1
H -2.78809 0.97263 -0.87187 -0.1 -0.1 0.1
H -3.57185 2.43870 -0.24560 0.0 -0.1 -0.1
H -4.09733 0.83177 0.29785 0.2 0.1 0.0
C 0.13434 -0.36981 4.40724 0.1 -0.1 0.2
C -2.62146 -1.66835 4.36617 -0.1 0.0 0.2
H 0.89224 0.19991 3.85351 -0.1 -0.2 0.0
H 0.64739 -1.15979 4.97438 0.0 0.2 0.0
H -0.33721 0.31588 5.12772 0.1 -0.2 -0.1
H -3.27143 -2.37234 3.82702 0.2 0.2 0.1
H -3.23484 -0.81797 4.69221 0.1 -0.1 0.0
H -2.23758 -2.17403 5.26452 -0.1 0.1 -0.1
H 3.74541 -2.55838 -1.65352 0.0 -0.1 -0.1
H 3.19967 -2.21923 -3.32435 -0.1 -0.1 0.1
H 2.71821 -3.72926 -2.53041 0.2 0.4 0.1
H -0.94982 -2.88025 -2.39360 0.3 0.1 -0.1
H 0.42216 -3.78986 -3.05558 -0.1 0.3 0.1
H -0.08809 -2.28297 -3.83847 0.0 -0.2 0.1
H 0.00186 1.16318 -5.20305 0.4 0.0 0.3
H 1.56325 0.38134 -4.81932 -0.2 0.1 0.0
H 1.34107 2.12409 -4.49854 -0.1 -0.3 -0.3
H -1.86131 -0.74272 -2.38489 -0.1 0.1 -0.1
H -1.46123 -0.60728 -4.10969 0.0 0.1 0.3
H -2.22548 0.74247 -3.26566 0.2 -0.2 0.0
N 1.39445 -0.17086 -1.89482 2.8 2.5 0.2
F -4.06939 -3.24828 1.85549 -0.1 0.0 -0.4
Te -3.72562 -2.32086 0.13977 0.0 0.0 0.7
F -4.90383 -3.60144 -0.59775 0.4 0.4 0.3
F -3.53238 -1.73070 -1.76018 -0.1 -0.1 -0.2
F -2.30185 -3.69399 -0.22221 -0.1 -0.1 -0.2
F -5.34278 -1.19633 0.35001 0.0 -0.3 -0.1
O 1.73861 2.18257 -0.48268 0.7 0.5 -0.1
```
Forces are in eV/Å.



3.
Here is a molecular structure, C28H52P2Pb at a distorted geometry from OMol25. Energies are from the ωB97M-V functional and the def2-TZVPD basis.

- Charge: +2
- Lowest unoccupied orbital energy (alpha / beta): -7.99 / -7.96 eV
- HOMO-LUMO gap (alpha / beta): 4.9 / 4.9 eV
- Max |F|: 0.047 Eh/bohr

XYZ file:
```
83
Properties=species:S:1:pos:R:3:forces:R:3
Pb 0.62430 -0.47355 0.52461 1.8 -1.5 0.3
C 0.20497 -1.85002 3.99780 -0.1 0.1 0.0
C -0.90648 -2.44734 3.33777 0.1 -0.2 0.0
C 0.95871 -3.72344 2.90031 0.0 -0.3 -0.2
C 1.35593 -2.63849 3.72456 0.1 0.2 0.0
C -0.43911 -3.61405 2.66285 0.1 0.2 0.1
C 0.18746 -0.62456 4.82454 -0.2 0.3 0.1
H -0.79412 -0.13948 4.79520 0.3 -0.1 0.1
H 0.94127 0.10176 4.48360 -0.1 -0.2 0.1
H 0.41514 -0.86043 5.87611 0.0 0.0 -0.2
C 2.72921 -2.37753 4.18655 0.4 0.3 0.4
H 2.75930 -1.51077 4.85956 0.1 -0.3 -0.2
H 3.42016 -2.17519 3.34836 -0.3 -0.1 0.2
H 3.13102 -3.24751 4.73154 -0.1 0.2 -0.2
C 1.85990 -4.77797 2.38933 -0.1 -0.3 -0.2
H 2.37460 -5.28979 3.21553 -0.1 0.1 -0.2
H 2.63677 -4.36241 1.72869 -0.1 0.0 0.2
H 1.29844 -5.52573 1.81977 0.2 0.1 0.1
C -1.24973 -4.54352 1.85404 -0.3 -0.1 -0.3
H -1.43996 -5.48062 2.39985 0.1 0.2 -0.1
H -0.73472 -4.81048 0.91987 -0.1 0.0 0.3
H -2.22223 -4.10690 1.59945 0.2 -0.2 0.1
C -2.30380 -1.96836 3.36231 -0.3 0.3 -0.1
H -2.90171 -2.51344 4.11158 0.2 0.1 -0.2
H -2.79363 -2.11403 2.38899 0.1 0.0 0.3
H -2.35195 -0.90196 3.61647 0.0 -0.3 -0.1
C -1.11422 4.25258 -2.16304 0.0 0.9 0.8
C -1.70324 4.35641 -0.95962 0.3 1.0 -1.0
C -3.18342 4.38807 -0.74515 -0.5 0.0 0.2
C -4.00754 3.46384 -1.67543 -0.3 0.6 0.4
C -3.39381 2.12644 -1.97317 -0.4 -0.5 -1.2
C -2.70769 1.83731 -3.09550 -1.3 0.3 0.4
C -2.23813 2.87169 -4.08002 0.2 0.2 -0.3
C -1.83260 4.25200 -3.48482 0.1 0.0 -0.8
H -3.55949 5.41796 -0.87037 0.2 -0.2 0.1
H -4.25220 4.00613 -2.59832 0.1 -0.4 0.2
H -3.39381 4.12227 0.29965 0.0 0.1 -0.2
H -2.71188 4.90812 -3.46564 0.3 -0.2 0.2
H -0.02007 4.33584 -2.23296 -0.4 0.0 0.2
H -1.11975 4.62432 -0.07641 -0.1 -0.3 -0.3
H -1.14885 4.71380 -4.21841 -0.3 -0.1 0.3
H -1.38193 2.46109 -4.64350 -0.3 0.1 0.2
H -2.59655 0.80051 -3.42384 0.2 0.3 0.4
H -3.01926 3.06127 -4.83540 0.2 -0.2 0.2
H -4.97300 3.28281 -1.17574 0.3 0.0 -0.2
H -3.72534 1.32348 -1.30840 0.1 0.1 -0.3
P 0.28721 1.92599 -0.32381 -0.5 -1.6 0.4
P -0.47489 -1.19103 -1.90636 0.5 0.8 1.2
C 0.14354 1.66154 -2.13034 -0.6 0.7 -0.8
C 0.11139 0.28068 -2.84748 0.2 0.1 -0.1
H 0.88444 2.31230 -2.62706 -0.1 -0.4 0.2
H -0.81600 2.15490 -2.30972 0.4 -0.3 -0.1
H -0.53459 0.35745 -3.73926 0.4 0.2 0.2
H 1.13478 0.06555 -3.20037 -0.4 -0.3 0.1
C 0.01152 -2.68531 -2.81148 0.0 -0.1 -0.1
H -0.28345 -3.56363 -2.21905 0.1 0.2 -0.2
H 1.09953 -2.70182 -2.95428 -0.3 0.0 0.0
H -0.49135 -2.72651 -3.78530 0.1 0.0 0.1
C -2.28813 -1.21310 -1.77153 -0.2 -0.1 -0.3
H -2.75073 -1.27216 -2.76514 0.0 0.0 0.3
H -2.66396 -0.32175 -1.25209 0.3 -0.3 -0.2
H -2.58357 -2.10109 -1.19093 0.2 0.2 -0.2
C 1.25023 3.34091 0.23133 0.5 0.5 0.2
H 1.61540 3.11380 1.25054 -0.1 0.1 -0.5
H 0.68344 4.28116 0.26524 0.2 -0.4 -0.1
H 2.12209 3.48183 -0.42914 -0.3 -0.1 0.3
C -1.36993 1.86284 0.49184 -0.7 0.7 -0.3
H -1.66989 0.84575 0.78708 0.3 0.3 -0.1
H -2.15678 2.23332 -0.17046 0.4 0.0 0.3
H -1.36690 2.49006 1.39429 0.1 -0.1 -0.2
C 4.66232 -2.01119 0.45982 0.1 -0.1 0.1
C 4.00205 -0.67518 0.11585 -0.1 0.2 0.3
C 4.98322 0.22583 -0.64302 0.0 0.0 0.0
C 2.67641 -0.84877 -0.63872 -0.9 -0.3 0.3
H 4.85729 -2.60667 -0.44059 -0.1 0.1 0.1
H 4.04764 -2.61977 1.13920 0.0 0.1 -0.2
H 5.62513 -1.84195 0.96078 -0.2 -0.1 -0.1
H 3.78844 -0.16738 1.07115 0.2 0.0 -0.1
H 5.24657 -0.20030 -1.61807 -0.1 0.0 0.1
H 4.55628 1.21767 -0.82023 0.0 -0.1 0.0
H 5.90898 0.36169 -0.07339 -0.1 0.0 -0.1
H 2.59498 -0.19532 -1.51677 0.2 -0.3 0.1
H 2.48033 -1.90048 -0.91568 0.4 0.4 -0.3
```
Forces are in eV/Å.



| no. | total energy (eV) |
| --- | --- |
| 1 | -163854.405 |
| 2 | -136575.959 |
| 3 | -53686.917 |